Entry from the Open Molecules 2025 dataset: a cluster of 11 separate species, C9H40O11 in total (ωB97M-V/def2-TZVPD).

XYZ file:
```
60
Properties=species:S:1:pos:R:3:forces:R:3
C 1.691064 -3.400858 3.623089 1.585 1.407 -0.001
O 1.224644 -2.134025 3.239200 1.126 -1.391 -0.765
H 1.574058 -3.559058 4.695176 -0.311 -0.098 0.240
H 1.275598 -4.272701 3.117745 -0.793 -0.125 -0.413
H 2.745534 -3.344026 3.352955 0.031 -0.415 0.206
H 0.323588 -1.924318 3.495562 -2.165 0.531 0.328
C 0.791414 -3.729534 0.303519 0.504 -1.629 0.358
O -0.092388 -4.312753 -0.582206 -0.542 0.400 0.338
H 0.896453 -2.648077 0.216823 -0.164 0.700 -0.021
H 0.494241 -3.987425 1.320015 -0.446 0.240 -0.076
H 1.775283 -4.172128 0.147880 0.477 0.289 -0.075
H 0.339755 -4.493569 -1.420158 0.114 -0.012 -0.387
C 0.310756 3.792473 2.992151 -2.026 1.892 0.714
O 1.146863 2.736447 2.772947 1.859 -1.886 0.085
H 0.828419 4.671750 3.375557 0.232 0.324 -0.783
H -0.311720 3.907446 2.104789 0.029 0.874 -0.031
H -0.397839 3.658333 3.809460 0.067 -0.970 0.052
H 1.865065 3.049887 2.218366 0.210 -0.049 0.125
O -1.149562 -0.979593 3.218137 0.317 -1.074 0.398
H -1.815716 -0.602472 3.792819 -0.257 -0.030 0.262
H -0.924966 -0.271720 2.614238 0.181 0.956 -0.581
O 1.788565 0.089654 4.740377 0.040 0.107 0.448
H 1.681299 -0.785588 4.367990 0.267 -0.064 -0.033
H 1.584755 0.684244 4.018473 -0.076 0.460 -0.224
O 4.175303 2.275039 -0.864664 -0.179 -0.153 -0.041
H 3.910015 2.777123 -0.094095 -0.027 0.137 0.212
H 4.882377 2.789230 -1.254384 0.273 0.126 -0.206
O -4.124718 0.656877 1.945151 0.050 -0.111 0.252
H -4.729888 0.657129 1.203527 -0.234 -0.022 -0.147
H -3.284021 0.917559 1.568978 0.299 0.170 -0.074
O 4.238371 -0.474178 -0.169759 -0.097 -0.644 0.386
H 4.410074 0.436089 -0.410933 0.065 0.571 -0.167
H 3.749763 -0.830906 -0.911547 -0.019 -0.051 -0.206
C 0.892199 0.133048 0.020814 -0.603 0.975 1.045
C -0.498342 0.709529 0.274065 -1.407 -0.687 -0.502
O -0.645074 1.234788 1.583041 0.376 -0.344 -0.028
H 1.563610 0.989961 0.075662 0.421 -0.089 -0.470
H 1.016365 -0.419556 -0.910477 -0.097 0.059 0.149
H 1.131882 -0.424023 0.926534 0.237 -0.588 -0.261
H -1.301233 -0.027676 0.273953 0.205 -0.386 -0.784
H -0.787044 1.489933 -0.430020 0.179 -0.039 -0.329
H 0.203315 1.648952 1.757175 0.205 0.644 0.936
C -2.990859 -1.513196 -4.480216 0.529 -1.348 0.072
C -3.100762 -1.069293 -3.024731 0.628 -0.003 -0.987
O -1.769079 -0.768324 -2.530809 -1.141 -0.188 0.812
H -2.068050 -2.090371 -4.538463 0.405 0.222 -0.069
H -2.938036 -0.757515 -5.263955 -0.297 0.108 0.316
H -3.687715 -2.318310 -4.713210 -0.672 0.496 -0.186
H -3.520872 -1.887018 -2.439134 0.358 0.062 0.209
H -3.813808 -0.246893 -2.967035 0.237 0.407 0.381
H -1.381945 -0.105236 -3.107030 -0.146 -0.185 -0.471
C -1.398152 2.540508 -3.244091 -0.244 0.147 1.040
C -0.182416 1.759330 -3.642631 -0.459 1.515 -1.190
O -0.634601 0.792924 -4.590131 0.877 -0.823 0.421
H -2.044484 1.837299 -2.718872 -0.144 0.154 0.331
H -2.034755 2.946982 -4.029969 0.549 0.191 -0.265
H -1.056064 3.307004 -2.548702 -0.466 0.319 0.067
H 0.284740 1.419172 -2.718426 0.000 -1.054 -0.339
H 0.559160 2.396697 -4.124224 0.156 0.089 0.020
H -0.670420 1.244933 -5.436296 -0.074 -0.115 -0.089
```
Forces are in eV/Å.

As for the highest occupied orbital energy (alpha / beta): -0.45172 / -0.45028 Eh. The calculation puts the frontier orbital gap (alpha / beta) at 9.90 / 2.55 eV. Its calculated total energy is -32491.81218 eV. The total charge is +1. The LUMO energy (alpha / beta) comes out at -2.39 / -9.70 eV. The spin multiplicity is 2.

Entry from the Open Molecules 2025 dataset: a cluster of 11 separate species, C9H42N2O11 in total (ωB97M-V/def2-TZVPD).

XYZ file:
```
64
Properties=species:S:1:pos:R:3:forces:R:3
C -2.191264 -1.553201 -2.431741 -0.259 -0.623 -1.091
C -3.439297 -2.364683 -2.778500 -0.464 0.174 -0.616
C -4.575914 -1.501277 -3.402202 -0.660 -0.179 0.999
O -5.662554 -2.317801 -3.833736 -0.003 -0.057 -0.609
C -6.650653 -2.682243 -2.873394 0.639 0.576 -0.280
N -3.080281 -3.449788 -3.733537 0.153 0.841 0.055
H -2.340403 -0.806857 -1.655608 0.102 -0.079 0.004
H -1.843528 -1.097886 -3.363178 -0.020 0.499 0.116
H -1.406429 -2.271111 -2.200263 -0.136 0.080 0.633
H -3.796662 -2.838943 -1.862731 -0.222 -0.032 -0.009
H -4.251521 -0.903516 -4.255206 0.286 -0.402 -0.244
H -5.003644 -0.758801 -2.719903 0.315 0.020 0.451
H -7.373575 -3.300265 -3.401291 0.204 -0.297 0.163
H -7.204591 -1.810582 -2.514578 0.147 0.190 0.105
H -6.168599 -3.180081 -2.031076 -0.320 -0.269 0.088
H -2.462940 -3.010433 -4.411927 0.330 -0.126 -0.010
H -3.896286 -3.634971 -4.308862 -0.284 -0.300 0.289
C 2.850580 2.685847 3.670714 -0.013 0.233 0.098
C 3.281368 2.610083 2.223862 -0.111 -0.454 -0.770
C 4.778369 2.837435 2.077703 0.079 0.590 0.917
O 5.240125 2.798056 0.756816 -0.794 0.124 -0.324
C 6.559343 3.242180 0.623335 0.490 -1.384 -0.845
N 2.972506 1.307387 1.619271 0.553 0.281 0.141
H 1.768150 2.569110 3.734774 -0.007 -0.076 0.030
H 3.095160 3.673424 4.066470 -0.007 0.007 0.100
H 3.323043 1.934303 4.303885 0.039 -0.104 -0.131
H 2.747753 3.395228 1.675020 0.038 0.315 0.021
H 5.261794 2.086527 2.713066 0.282 -0.144 -0.142
H 5.065899 3.829900 2.445050 -0.263 0.064 0.481
H 7.221408 2.512405 1.101322 0.215 0.229 0.336
H 6.806429 4.251904 0.956368 -0.445 0.115 0.166
H 6.761603 3.124101 -0.442464 0.170 0.425 -0.014
H 2.000725 1.022017 1.718626 0.181 0.319 -0.020
H 3.158898 1.438946 0.632894 -0.057 -0.444 -0.124
O 0.882779 2.601296 -0.889174 -0.379 0.104 0.206
H 0.714218 1.835804 -1.467983 0.219 0.065 -0.142
H 1.788005 2.855742 -1.081381 0.073 0.026 0.108
O 0.931674 0.695750 -2.841757 -0.009 -0.116 -0.263
H 1.127908 -0.247414 -2.706028 -0.023 -0.124 0.330
H 1.495357 0.961709 -3.572869 -0.015 0.126 -0.032
O 2.137813 -3.522663 0.136945 -0.229 -0.067 -0.109
H 2.933518 -3.505518 0.675809 0.087 0.160 -0.014
H 1.450261 -3.840727 0.729259 -0.033 -0.003 0.083
O -3.339025 -1.903032 2.083503 0.059 -0.074 -0.186
H -2.985612 -1.018678 2.282808 -0.150 -0.162 0.144
H -3.806182 -1.800430 1.250909 -0.032 -0.059 -0.039
O -2.529375 0.492477 3.033705 0.118 0.327 0.176
H -3.131713 1.177321 3.335838 -0.107 -0.001 -0.043
H -1.707735 0.662490 3.504738 0.146 -0.072 -0.073
O 1.281277 -1.653435 3.966142 -0.038 -0.088 0.017
H 0.872361 -1.045278 3.339461 0.050 0.183 -0.214
H 0.596553 -2.298944 4.160192 -0.053 -0.022 0.043
O 1.170975 -1.988965 -2.194767 -0.095 -0.041 -0.251
H 0.402859 -2.394191 -2.604641 0.021 -0.064 -0.121
H 1.341025 -2.523916 -1.408663 0.425 -0.051 0.225
O -0.693095 2.822547 1.522113 -0.140 0.208 -0.050
H -0.221795 2.794425 0.673913 0.381 0.136 -0.245
H -1.010339 3.725145 1.598952 -0.089 -0.006 0.061
C -0.188356 -0.375275 0.485170 -0.118 -0.753 0.661
O 0.273765 0.347925 1.644968 -0.884 -0.323 -0.890
H -0.957449 -1.077852 0.815920 -0.132 -0.082 -0.136
H -0.635775 0.262738 -0.277044 0.216 0.229 0.037
H 0.611049 -0.969054 0.047872 0.199 0.313 0.083
H -0.349959 1.093590 1.657111 0.371 0.118 0.671
```
Forces are in eV/Å.

As for the highest occupied orbital energy: -0.30878 Eh. The calculation puts the frontier orbital gap at 8.70 eV. Its calculated total energy is -35516.23293 eV. The LUMO energy comes out at 0.30 eV. The spin multiplicity is 1. As for the SMILES: COC[C@H](C)N.COC[C@H](C)N.CO.O.O.O.O.O.O.O.O.

Entry from the Open Molecules 2025 dataset: a cluster of 18 separate species, C9H46BF3N2O18 in total (ωB97M-V/def2-TZVPD).

XYZ file:
```
79
Properties=species:S:1:pos:R:3:forces:R:3
C 1.998457 0.426922 1.186333 -0.072 -0.183 1.282
N 1.521837 -0.331660 0.006236 0.198 0.604 -0.381
C 0.924226 0.540944 -1.040765 0.298 0.700 -0.190
B -0.532728 1.108558 -0.697269 -0.508 -0.090 0.608
C -0.852920 2.716113 -0.757593 -0.106 -1.063 -1.773
O -0.068801 3.510689 0.170976 -1.280 -0.124 0.850
C -0.584601 3.575681 1.419624 1.322 0.951 1.079
F 0.039000 4.657318 2.036814 -0.706 -0.993 -0.639
F -1.918468 3.829337 1.495211 1.155 -0.660 -0.147
F -0.263727 2.503302 2.213067 -0.892 1.027 -1.149
C -1.784928 0.183098 -0.249371 0.495 -0.329 -1.806
C -2.448084 -0.568790 -1.304455 -1.897 -0.971 2.333
C -3.616566 -1.376910 -0.915389 1.074 1.464 1.683
C -4.017127 -1.340604 0.496049 2.038 1.168 -1.510
C -3.201570 -0.533888 1.389449 -1.140 -0.751 -0.173
N -2.121319 0.222637 1.072057 -1.422 -1.357 -1.473
H 3.082302 0.225296 1.421915 -1.302 0.046 -0.376
H 1.362590 0.126819 2.071649 0.746 0.456 -0.643
H 1.893346 1.535946 1.091256 -0.111 -0.899 -0.211
H 0.885070 -1.082546 0.267485 0.104 0.409 -0.022
H 0.983975 0.007907 -2.028745 -0.364 0.497 0.679
H 1.600043 1.441283 -1.139408 -0.447 -0.989 -0.047
H -1.952583 2.905512 -0.738901 0.922 0.281 0.477
H -0.509468 3.024325 -1.789945 -0.225 -0.083 1.064
H -2.145411 -0.555263 -2.372111 0.006 0.058 0.981
H -4.194389 -1.972401 -1.654917 0.495 0.591 0.737
H -4.895728 -1.887650 0.890486 0.984 0.433 -0.449
H -3.518972 -0.514509 2.464208 0.432 0.045 -1.010
O 3.145871 -1.521863 -2.360010 0.024 0.196 -0.227
H 2.744046 -1.072201 -1.601452 0.045 -0.077 0.317
H 3.545976 -2.308697 -1.975700 0.117 0.228 0.123
O 2.587587 -4.228943 -2.538319 0.064 -0.523 -0.173
H 2.183795 -5.068249 -2.787827 0.016 0.042 0.109
H 2.907131 -3.863223 -3.372755 -0.126 0.221 0.109
O -5.929780 -3.768931 -1.916166 0.078 -0.201 0.005
H -6.825205 -4.117979 -1.844124 0.025 0.137 -0.058
H -5.366436 -4.542161 -1.793871 -0.013 0.078 0.023
O -5.007132 -3.494246 2.514820 -0.146 -0.272 0.188
H -4.145470 -3.778483 2.841349 -0.003 0.130 -0.087
H -5.612964 -4.177008 2.825401 0.032 0.068 -0.010
O -3.395559 -2.274136 -4.367203 -0.119 0.056 0.086
H -3.970316 -2.670925 -3.701850 -0.010 -0.012 -0.102
H -3.926178 -1.559373 -4.737272 0.057 -0.054 0.003
O -3.474011 6.789378 1.553557 0.149 -0.215 0.319
H -2.785380 7.223349 1.037992 -0.221 -0.087 -0.220
H -3.113250 5.915067 1.739985 -0.075 0.061 0.055
O 4.726586 -0.892265 0.936172 0.122 -0.095 -0.025
H 5.423147 -0.468658 0.415267 -0.047 -0.348 0.132
H 5.069567 -1.778410 1.104576 0.053 0.066 -0.083
O 7.428238 -0.506507 0.138631 0.247 0.315 -0.125
H 8.312915 -0.888989 0.214345 0.003 -0.099 0.093
H 7.587323 0.442654 0.085109 0.002 -0.077 0.001
O 9.994368 -2.031010 0.654014 0.038 -0.225 0.005
H 10.823936 -2.092694 1.139991 -0.070 0.145 -0.026
H 9.683628 -2.942436 0.601647 -0.048 0.091 -0.029
O 5.241453 -3.812050 -1.174849 0.009 -0.154 -0.016
H 5.874485 -4.456760 -1.508095 -0.017 0.109 0.013
H 4.380874 -4.226101 -1.327320 -0.076 0.006 -0.011
O -7.374332 -0.621828 0.837171 -0.232 0.063 0.238
H -7.787945 -0.183369 1.590108 0.069 -0.005 -0.044
H -6.969642 -1.408808 1.219120 0.044 0.043 -0.137
O -3.198657 8.191621 -0.841960 0.136 0.376 -0.089
H -2.936892 9.003147 -0.391371 -0.029 0.013 -0.150
H -4.159723 8.250398 -0.889346 0.058 -0.165 0.087
O 3.641152 -3.228302 2.367885 -0.284 -0.020 -0.038
H 3.066001 -3.608604 3.044341 0.060 0.037 0.007
H 3.127738 -2.493031 2.008864 0.206 0.045 -0.083
O 3.663412 -3.747000 5.176389 0.103 0.010 0.066
H 3.654706 -2.903849 5.643112 -0.046 -0.067 -0.038
H 4.401050 -3.663954 4.558499 -0.036 0.047 0.036
O 2.971053 5.702667 2.424947 -0.087 0.064 -0.145
H 2.069949 5.390515 2.278917 0.061 -0.039 0.058
H 3.148944 6.268124 1.665715 0.024 -0.045 0.080
O -8.344959 0.868762 -1.745989 -0.183 0.017 0.123
H -8.112709 0.627553 -0.839714 0.178 -0.160 -0.128
H -9.250608 0.557104 -1.846672 0.084 0.039 -0.037
O 1.195129 2.070360 -4.030738 0.117 0.167 0.050
H 2.082137 1.701720 -3.938200 -0.106 -0.097 0.017
H 1.341519 3.021180 -4.091105 -0.042 -0.072 -0.037
```
Forces are in eV/Å.

As for the highest occupied orbital energy: -0.29734 Eh. The calculation puts the frontier orbital gap at 8.14 eV. Its calculated total energy is -58742.07148 eV. The LUMO energy comes out at 0.04 eV. The spin multiplicity is 1.